This record from the OMol25 dataset describes a cluster of 15 separate species, C49H117N11O27 in total in a non-equilibrium geometry. The level of theory is ωB97M-V/def2-TZVPD.

HOMO level = -8.26 eV
Relative energy (zero: lowest compared OMol25 entry of this formula, charge and spin) = 1.451 eV
Net charge = 0
Strongest force on any atom = 4.25 eV/A
Total energy = -4570.407517 Ha
Frontier orbital gap = 7.351 eV

Element x y z (Å)
C  16.506  11.778  13.871
O  17.793  11.959  14.331
C  18.224  10.965  15.186
C  19.592  11.307  15.623
O  19.520  11.925  16.913
C  20.725  12.058  17.567
C  20.326  12.425  19.028
O  21.413  12.161  19.918
C  22.408  13.134  20.067
H  16.239  12.477  13.079
H  15.893  11.960  14.754
H  16.307  10.756  13.550
H  18.234  9.989  14.699
H  17.586  10.851  16.062
H  20.064  12.017  14.944
H  20.214  10.416  15.540
H  21.346  12.816  17.090
H  21.317  11.144  17.623
H  19.508  11.762  19.309
H  19.993  13.451  19.185
H  22.024  14.090  20.423
H  22.861  13.352  19.100
H  23.188  12.712  20.700
C  11.324  12.063  9.816
O  10.036  12.358  10.241
C  9.394  11.455  11.152
C  10.085  11.447  12.547
O  11.212  10.598  12.410
C  12.002  10.554  13.614
C  13.223  9.568  13.408
O  14.100  9.955  12.406
C  14.901  8.845  11.886
H  12.170  12.212  10.487
H  11.634  12.661  8.959
H  11.391  11.028  9.479
H  9.157  10.489  10.707
H  8.410  11.884  11.342
H  9.437  11.105  13.354
H  10.373  12.461  12.825
H  11.387  10.150  14.418
H  12.489  11.439  14.023
H  12.787  8.618  13.100
H  13.761  9.546  14.356
H  15.800  8.582  12.443
H  15.321  9.281  10.980
H  14.352  7.935  11.639
C  18.135  8.227  26.031
O  18.134  9.377  25.172
C  19.339  9.525  24.471
C  19.128  10.498  23.318
O  18.802  11.741  23.873
C  18.492  12.681  22.853
C  18.486  14.103  23.330
O  18.089  14.942  22.240
C  19.190  15.357  21.480
H  18.823  8.229  26.876
H  18.400  7.276  25.570
H  17.163  8.188  26.524
H  19.648  8.593  23.998
H  20.141  9.926  25.092
H  18.308  10.107  22.715
H  19.929  10.449  22.581
H  17.545  12.343  22.432
H  19.207  12.539  22.043
H  19.383  14.419  23.863
H  17.730  14.302  24.089
H  18.889  16.114  20.755
H  19.647  14.523  20.947
H  19.948  15.852  22.087
C  10.643  17.538  18.087
O  11.593  16.898  17.262
C  12.876  17.249  17.670
C  13.889  16.246  17.050
O  13.702  16.148  15.627
C  14.080  14.929  15.008
C  14.008  14.975  13.527
O  12.621  15.246  13.208
C  12.213  15.303  11.818
H  9.598  17.274  17.927
H  10.720  18.625  18.077
H  10.816  17.262  19.128
H  12.974  17.254  18.755
H  13.064  18.271  17.343
H  13.592  15.305  17.514
H  14.914  16.436  17.368
H  13.464  14.127  15.415
H  15.148  14.881  15.225
H  14.357  14.003  13.180
H  14.622  15.738  13.049
H  12.336  14.365  11.277
H  12.803  16.059  11.298
H  11.168  15.614  11.806
C  13.227  10.781  18.692
N  12.980  10.689  17.189
O  13.292  11.629  16.494
O  12.640  9.591  16.762
H  12.342  10.347  19.159
H  13.535  11.756  19.069
H  14.056  10.085  18.818
C  21.261  17.186  16.823
N  20.349  16.141  17.217
O  19.676  15.565  16.358
O  20.358  15.995  18.439
H  21.318  17.176  15.735
H  22.260  16.944  17.188
H  20.962  18.120  17.300
C  17.182  13.784  17.271
N  16.350  12.874  18.151
O  15.794  11.902  17.666
O  16.405  13.103  19.351
H  16.623  14.712  17.147
H  17.481  13.314  16.335
H  18.091  14.069  17.801
C  19.532  12.575  11.518
N  18.762  11.532  10.753
O  18.891  11.550  9.523
O  18.183  10.650  11.373
H  19.530  12.553  12.608
H  19.127  13.529  11.179
H  20.578  12.506  11.220
C  11.120  12.128  22.204
C  10.602  12.400  20.777
O  9.604  11.877  20.361
N  11.306  13.214  20.021
C  10.994  13.514  18.621
H  10.343  12.222  22.963
H  11.924  12.826  22.439
H  11.490  11.103  22.238
H  12.167  13.564  20.415
H  10.093  12.990  18.301
H  11.715  12.973  18.007
H  11.100  14.553  18.309
C  20.579  19.659  13.385
C  19.484  18.854  14.046
O  19.170  19.180  15.166
N  18.803  17.959  13.302
C  17.649  17.183  13.751
H  20.669  20.545  14.014
H  20.350  19.742  12.323
H  21.566  19.198  13.391
H  19.152  17.855  12.360
H  16.712  17.659  13.462
H  17.731  16.968  14.816
H  17.730  16.217  13.253
C  15.195  15.911  20.760
C  14.560  14.817  21.669
O  13.470  14.375  21.413
N  15.253  14.484  22.713
C  14.898  13.463  23.667
H  14.904  15.730  19.725
H  16.283  15.935  20.703
H  14.904  16.890  21.142
H  16.112  14.996  22.848
H  15.715  12.753  23.794
H  13.981  12.907  23.474
H  14.714  14.041  24.573
C  17.634  17.977  18.103
C  16.670  19.044  17.810
O  15.657  19.181  18.516
N  16.972  19.875  16.827
C  16.192  21.006  16.371
H  18.578  18.425  18.413
H  17.854  17.496  17.150
H  17.266  17.266  18.844
H  17.839  19.727  16.330
H  16.642  21.392  15.456
H  16.203  21.827  17.088
H  15.197  20.684  16.064
C  18.731  8.861  18.760
C  17.334  8.744  18.218
O  16.382  8.999  18.961
N  17.149  8.458  16.929
C  15.839  8.442  16.264
H  18.690  8.791  19.847
H  19.157  9.808  18.432
H  19.312  7.998  18.435
H  17.845  8.105  16.288
H  15.421  9.448  16.215
H  15.113  7.763  16.711
H  16.058  7.972  15.306
C  21.414  15.083  13.589
C  22.642  15.527  12.816
O  22.829  16.726  12.634
N  23.323  14.528  12.350
C  24.387  14.684  11.348
H  21.117  14.103  13.216
H  20.616  15.760  13.285
H  21.621  15.066  14.659
H  23.109  13.555  12.519
H  24.806  13.708  11.102
H  25.231  15.254  11.736
H  23.933  15.162  10.480
C  14.492  8.682  25.659
C  14.145  9.083  24.248
O  13.052  8.876  23.806
N  15.035  9.696  23.492
C  14.866  10.111  22.122
H  14.890  7.670  25.579
H  13.500  8.856  26.076
H  15.200  9.440  25.994
H  15.988  9.722  23.826
H  15.016  11.190  22.088
H  13.826  9.944  21.839
H  15.466  9.668  21.328